Model a:
Here is 2 unconnected molecules or ions with the total composition C5H11O2 from OMol25. Energies are from ωB97M-V/def2-TZVPD.

Calculated values
**Highest occupied orbital energy**: -3.89 eV
**Total charge**: -1
**Kohn-Sham gap**: 7.77 eV
**LUMO energy**: 3.88 eV

Atoms and positions in Å:
C (-0.13255, -0.23065, -1.65426)
C (0.64017, 0.39025, -2.83821)
C (-1.39365, 0.60078, -1.27734)
O (-1.68094, 1.62761, -1.92361)
O (-2.03579, 0.12660, -0.29150)
H (-0.50693, -1.21742, -1.95028)
H (0.48498, -0.44932, -0.78210)
H (1.36786, 1.10397, -2.44502)
H (-0.04034, 0.89892, -3.50780)
H (1.18817, -0.44418, -3.29737)
C (0.97680, -0.10553, 2.70082)
C (-0.41256, -0.46974, 2.23467)
H (1.41052, -1.01529, 3.15251)
H (1.69386, 0.33306, 2.01251)
H (1.02624, 0.54542, 3.58649)
H (-0.75293, -0.03506, 1.27263)
H (-1.22060, -0.12075, 2.88089)
H (-0.61232, -1.53868, 2.12698)

=====

Model b:
Here is 2 unconnected molecules or ions with the total composition C5H11O2 from OMol25. Energies are from ωB97M-V/def2-TZVPD.

Calculated values
**Highest occupied orbital energy**: -3.70 eV
**Total charge**: -1
**Kohn-Sham gap**: 7.25 eV
**LUMO energy**: 3.55 eV

Atoms and positions in Å:
C (-0.41444, 2.16555, 0.29698)
C (-1.52494, 1.10353, 0.70493)
C (0.74338, 2.03832, 1.27671)
O (0.65223, 1.33022, 2.28550)
O (1.65935, 2.86932, 0.99079)
H (0.03400, 2.39782, -0.68631)
H (-0.90084, 3.22558, 0.55817)
H (-1.16518, -0.04158, 0.69458)
H (-2.39380, 1.01643, 0.22510)
H (-1.64100, 1.40508, 1.77711)
C (0.69683, -2.40150, -1.71042)
C (0.60080, -2.04874, -0.30676)
H (1.17495, -3.28226, -2.00559)
H (-0.33281, -2.69467, -2.30706)
H (1.13267, -1.53730, -2.16112)
H (0.06049, -0.96968, -0.14105)
H (0.07392, -2.60141, 0.41521)
H (1.54438, -1.97473, 0.09322)

=====

Which structure is the most stable? The one labeled model a.

=====

Model a:
Here is 2 unconnected molecules or ions with the total composition C5H11O2 from OMol25. Energies are from ωB97M-V/def2-TZVPD.

Calculated values
**Highest occupied orbital energy**: -3.80 eV
**Total charge**: -1
**Kohn-Sham gap**: 7.23 eV
**LUMO energy**: 3.43 eV

Atoms and positions in Å:
C (-1.87014, -3.59744, -1.54353)
C (-0.65317, -2.87079, -0.99180)
H (-2.75245, -2.97901, -1.44696)
H (-1.66751, -3.88250, -2.57504)
H (-1.97298, -4.54386, -1.00905)
H (0.25436, -3.48483, -1.01614)
H (-0.55811, -2.39073, -0.01254)
H (-0.47903, -1.93539, -1.54445)
C (1.04654, 1.10608, 1.47022)
C (0.24297, -0.20414, 1.27328)
C (0.61069, 2.08349, 0.29179)
O (0.99617, 1.64528, -0.81819)
O (0.01046, 3.14250, 0.52850)
H (0.65738, 1.57661, 2.38592)
H (2.10904, 0.98009, 1.31246)
H (0.25841, -0.34977, 0.18461)
H (-0.79564, 0.04970, 1.48966)
H (0.51853, -1.04398, 1.88195)

=====

Model b:
Here is 2 unconnected molecules or ions with the total composition C5H11O2 from OMol25. Energies are from ωB97M-V/def2-TZVPD.

Calculated values
**Highest occupied orbital energy**: -3.26 eV
**Total charge**: -1
**Kohn-Sham gap**: 6.80 eV
**LUMO energy**: 3.53 eV

Atoms and positions in Å:
C (1.99413, -0.23991, 0.73292)
C (2.16752, 0.38710, -0.64214)
C (3.28461, -0.92351, 1.16051)
H (1.76264, 0.58710, 1.53720)
H (0.98072, -0.89756, 0.85161)
H (2.76903, 1.28273, -0.73638)
H (1.20103, 0.82622, -1.04648)
H (4.28444, -0.45190, 0.86026)
H (3.27699, -0.89200, 2.22359)
H (2.41696, -0.43587, -1.35323)
H (3.20635, -1.95727, 0.81364)
C (-2.03947, -1.11176, -0.07506)
C (-2.09051, 0.33965, -0.35971)
O (-2.12524, 1.21982, 0.56169)
O (-2.12257, 0.71564, -1.55573)
H (-2.52714, -1.75726, -0.68146)
H (-2.26566, -1.18272, 0.92948)
H (-1.02051, -1.31452, -0.34500)

=====

Model c:
Here is 2 unconnected molecules or ions with the total composition C5H11O2 from OMol25. Energies are from ωB97M-V/def2-TZVPD.

Calculated values
**Highest occupied orbital energy**: -3.86 eV
**Total charge**: -1
**Kohn-Sham gap**: 7.65 eV
**LUMO energy**: 3.79 eV

Atoms and positions in Å:
C (-0.56457, -0.58821, -1.42211)
C (0.20751, 0.73674, -1.25025)
C (-2.08257, -0.30754, -1.50645)
H (-0.34569, -1.04508, -2.38415)
H (-0.35378, -1.19061, -0.59809)
H (0.12415, 1.41984, -2.09202)
H (-2.49431, -0.60368, -0.52913)
H (-2.42675, 0.73324, -1.48583)
H (1.24616, 0.44727, -1.09462)
H (-0.19672, 1.13513, -0.32318)
H (-2.72118, -0.79214, -2.24612)
C (1.42617, 0.68869, 2.14675)
C (1.37297, -0.86346, 2.12471)
O (0.19657, -1.32045, 2.14126)
O (2.44400, -1.49342, 2.06423)
H (1.15116, 1.01509, 3.14216)
H (0.61168, 1.01446, 1.50992)
H (2.40518, 1.01411, 1.80292)

=====

Which structure is the most stable? The one labeled model c.

=====

Model a:
Here is 2 unconnected molecules or ions with the total composition C5H11O2 from OMol25. Energies are from ωB97M-V/def2-TZVPD.

Calculated values
**Highest occupied orbital energy**: -3.74 eV
**Total charge**: -1
**Kohn-Sham gap**: 7.17 eV
**LUMO energy**: 3.43 eV

Atoms and positions in Å:
C (-0.37170, -0.14206, 1.59749)
C (-1.58583, -0.99168, 1.29724)
C (-0.74297, 1.11381, 2.39960)
H (0.11977, 0.16451, 0.66975)
H (0.38318, -0.71477, 2.13112)
H (-1.50714, -1.69006, 0.46530)
H (-1.87978, -1.59571, 2.15805)
H (-1.52284, 0.83038, 3.12223)
H (-2.45125, -0.36029, 1.06580)
H (-1.28946, 1.80013, 1.74598)
H (0.12432, 1.56628, 2.85869)
C (1.20700, -0.55251, -2.90282)
C (1.92570, 0.78642, -2.62034)
O (1.69130, 1.73328, -3.40026)
O (2.77249, 0.73489, -1.69341)
H (0.60388, -0.90717, -2.06063)
H (1.97332, -1.31585, -3.06984)
H (0.55000, -0.45958, -3.76397)

=====

Model b:
Here is 2 unconnected molecules or ions with the total composition C5H11O2 from OMol25. Energies are from ωB97M-V/def2-TZVPD.

Calculated values
**Highest occupied orbital energy**: -3.87 eV
**Total charge**: -1
**Kohn-Sham gap**: 7.79 eV
**LUMO energy**: 3.93 eV

Atoms and positions in Å:
C (1.44013, 0.90001, -0.64913)
C (2.57683, 0.81586, -1.64561)
H (0.91544, 1.85975, -0.65209)
H (0.63400, 0.19454, -0.86846)
H (1.68201, 0.66759, 0.38657)
H (3.49121, 0.40194, -1.21485)
H (2.76892, 1.71810, -2.21853)
H (2.39733, -0.00364, -2.35838)
C (-1.88799, -1.05578, 0.61408)
C (-2.17901, 0.39238, 1.05089)
C (-0.50807, -1.60465, 1.08935)
O (-0.21330, -2.68916, 0.50679)
O (0.19012, -0.91063, 1.85269)
H (-2.69359, -1.71717, 0.97098)
H (-1.97892, -1.19949, -0.45992)
H (-2.48517, 0.37510, 2.10068)
H (-2.92958, 0.94536, 0.48441)
H (-1.22036, 0.90988, 1.01054)

=====

Which structure is the most stable? The one labeled model a.

=====

Model a:
Here is 2 unconnected molecules or ions with the total composition C3H13N4 from OMol25. Energies are from ωB97M-V/def2-TZVPD.

Calculated values
**Highest occupied orbital energy**: -13.05 eV
**Total charge**: +1
**Kohn-Sham gap**: 5.48 eV
**LUMO energy**: -7.57 eV

Atoms and positions in Å:
N (0.93772, 0.79244, -2.27855)
C (0.10920, 0.29118, -1.29494)
N (-1.04072, 1.14824, -1.27310)
N (0.11062, -1.21021, -1.49124)
H (1.67670, 0.09742, -2.40726)
H (0.44356, 0.73567, -3.16852)
H (-0.58955, 2.06070, -1.20891)
H (-1.46750, 1.07008, -2.19523)
H (-0.45864, -1.47860, -0.67812)
H (-0.61580, -1.20105, -2.22290)
C (0.67645, 0.82856, 1.98668)
N (-0.53550, 0.08525, 1.59222)
C (-0.41322, -1.34331, 1.86173)
H (0.87424, 0.72170, 3.05339)
H (1.55627, 0.50131, 1.42105)
H (0.54927, 1.90272, 1.83680)
H (-0.66416, 0.20171, 0.59011)
H (0.39956, -1.84393, 1.30789)
H (-1.37361, -1.82298, 1.66431)
H (-0.17488, -1.53692, 2.90459)

=====

Model b:
Here is 2 unconnected molecules or ions with the total composition C3H13N4 from OMol25. Energies are from ωB97M-V/def2-TZVPD.

Calculated values
**Highest occupied orbital energy**: -13.34 eV
**Total charge**: +1
**Kohn-Sham gap**: 10.51 eV
**LUMO energy**: -2.84 eV

Atoms and positions in Å:
C (-1.01554, 1.56535, 1.42543)
C (-1.44530, 0.10220, 1.58136)
C (0.05404, -0.61866, -1.39654)
N (-0.57317, -0.90138, 0.91746)
N (2.23479, 0.15641, -1.45779)
N (0.86155, 0.44174, -1.22451)
N (0.56374, -1.70759, -1.84825)
H (-1.66975, 2.09879, 2.02291)
H (-0.85848, 1.97451, 0.45040)
H (-0.16817, 1.78392, 2.01670)
H (-1.50292, -0.09787, 2.64977)
H (-2.43089, 0.06985, 1.17996)
H (0.43806, -0.80610, 1.21201)
H (-0.96133, -0.43673, -1.10644)
H (2.73368, 0.54797, -0.73529)
H (2.60463, 0.64647, -2.23749)
H (0.44271, 1.29122, -0.87273)
H (1.56684, -1.66151, -1.78279)
H (-0.94127, -1.86422, 1.11118)
H (0.06678, -2.58436, -1.90535)

=====

Which structure is the most stable? The one labeled model b.

=====

Model a:
Here is a molecular structure, C6H8BrNO from OMol25. Energies are from ωB97M-V/def2-TZVPD.

Calculated values
**Highest occupied orbital energy**: -9.63 eV
**Kohn-Sham gap**: 8.56 eV
**LUMO energy**: -1.07 eV

Atoms and positions in Å:
C (-1.77288, 2.97728, 0.02711)
C (-2.16494, 1.82227, -0.59960)
C (0.85024, 0.60136, 0.49220)
C (-0.14697, -1.18757, -0.88122)
C (-1.74034, 0.27240, 0.60610)
C (-0.30290, -0.40155, 0.47754)
N (-1.46356, 3.90732, 0.60036)
O (-2.84434, 1.47601, -1.51263)
Br (-3.10652, -1.02348, 0.37775)
H (1.42846, 0.61942, 1.44281)
H (1.65990, 0.39112, -0.25801)
H (0.44426, 1.62923, 0.41509)
H (-0.52800, -2.25836, -0.74271)
H (-0.58291, -0.69270, -1.67848)
H (0.94175, -1.27051, -1.10007)
H (-1.88555, 0.83304, 1.49255)
H (-0.01029, -0.99596, 1.35725)

=====

Model b:
Here is a single C6H8BrNO molecule from OMol25. Energies are from ωB97M-V/def2-TZVPD.

Calculated values
**Highest occupied orbital energy (spin up / spin down)**: -8.84 / -8.84 eV
**Kohn-Sham gap (spin up / spin down)**: 8.30 / 7.53 eV
**LUMO energy (spin up / spin down)**: -0.54 / -1.31 eV

Atoms and positions in Å:
C (-0.26194, 2.09608, -1.56229)
C (-0.13523, -0.57691, -1.37919)
C (1.23226, 0.80613, 0.08454)
C (0.90478, 1.91681, -0.88124)
C (0.16599, -0.32649, 0.07077)
C (-1.04610, 0.24018, 0.81636)
N (-1.03408, 2.68516, -2.18974)
O (0.82812, -1.42568, 0.65823)
Br (2.33450, 3.18091, -1.39404)
H (-1.02355, -0.82347, -1.83801)
H (0.73824, -0.69194, -1.96356)
H (2.17729, 0.42318, -0.26858)
H (1.30653, 1.07371, 1.20348)
H (-0.91145, 0.46650, 1.86385)
H (-2.02586, -0.30520, 0.61152)
H (-1.30853, 1.27269, 0.56121)
H (0.16145, -1.92034, 1.30745)

=====

Which structure is the most stable? The one labeled model a.

=====

Model a:
Here is 3 unconnected molecules or ions with the total composition C5H7NS2 from OMol25. Energies are from ωB97M-V/def2-TZVPD.

Calculated values
**Highest occupied orbital energy**: -8.35 eV
**Kohn-Sham gap**: 7.43 eV
**LUMO energy**: -0.93 eV

Atoms and positions in Å:
C (-0.24784, 1.95381, 1.30394)
C (-0.71091, 1.02369, 0.01707)
C (0.06966, -0.27043, -0.31198)
C (-0.63648, -1.29821, -0.62687)
C (1.54527, -0.09820, -0.16229)
H (1.03391, 1.59858, 1.42570)
H (-0.56782, 3.58305, 0.95167)
H (-1.11071, 1.74581, 2.52234)
H (-1.78765, -1.33826, -0.79931)
H (-0.56521, -3.35229, -0.90892)
H (0.94571, -2.61275, -1.14653)
H (2.14481, -0.99674, -0.04609)
N (-0.02345, -2.38960, -1.16580)
S (-2.28008, 1.07581, -0.57193)
S (2.19082, 1.37573, -0.48100)

=====

Model b:
Here is 2 unconnected molecules or ions with the total composition C5H7NS2 from OMol25. Energies are from ωB97M-V/def2-TZVPD.

Calculated values
**Highest occupied orbital energy (spin up / spin down)**: -7.15 / -8.03 eV
**Kohn-Sham gap (spin up / spin down)**: 5.97 / 7.82 eV
**LUMO energy (spin up / spin down)**: -1.18 / -0.21 eV

Atoms and positions in Å:
C (-1.22748, -0.91543, -1.08196)
C (-1.22923, -1.09617, 0.33175)
C (-0.52076, 0.21563, -1.34451)
C (-0.51992, -0.07056, 0.87204)
C (0.59326, 1.88274, -0.00159)
N (-0.09448, 0.75740, -0.14902)
S (2.46958, -1.18191, -0.17359)
S (3.29996, 0.61944, -0.14656)
H (-1.68957, -1.55850, -1.80246)
H (-1.69455, -1.90028, 0.86590)
H (-0.27977, 0.69510, -2.27148)
H (-0.29492, 0.16810, 1.89182)
H (0.84148, 2.23451, 0.98177)
H (0.85146, 2.46442, -0.86618)
H (2.56138, -1.52078, 1.13098)

=====

Which structure is the most stable? The one labeled model b.